(1)
Below is a molecular structure, C52H49ClN7O3PtS in a non-equilibrium geometry, with properties calculated with ωB97M-V/def2-TZVPD.

The calculation puts the HOMO energy (spin up / spin down) at -13.92 / -14.74 eV. As for the HOMO-LUMO gap (spin up / spin down): 0.239 / 0.134 Eh. The largest force on an atom is 4.34 eV Å⁻¹. The total energy is -3596.571365 Eh. As for the expectation value of S²: 6.069.

ORCA input file:
```
! wB97M-V def2-TZVPD RIJCOSX def2/J DEFGRID3
* xyz 3 5
Pt -9.8398 -11.1827 16.9615
C -12.8473 -11.4058 13.3019
O -13.4677 -11.5734 14.6264
C -12.4826 -11.5080 15.4922
N -11.3114 -11.2135 15.0936
C -11.5030 -10.7317 13.6583
C -11.4922 -9.1880 13.6518
C -10.4781 -8.5968 12.9226
C -10.4206 -7.2306 12.7905
C -11.3093 -6.4549 13.4916
C -12.3622 -7.0154 14.1630
C -12.4910 -8.3779 14.1985
C -12.8367 -11.7841 16.9206
C -14.1340 -11.9957 17.3724
C -14.2468 -12.3154 18.7147
C -13.1489 -12.4025 19.5716
C -11.8613 -12.1940 19.0295
N -11.7757 -11.8474 17.7460
C -10.6210 -12.2203 19.7475
N -9.5197 -11.6830 19.3465
C -8.4868 -12.0087 20.4259
C -9.2252 -13.0068 21.2887
O -10.6113 -12.8738 20.8943
C -7.9579 -10.8661 21.2329
C -8.7712 -9.7803 21.6424
C -8.3168 -8.9150 22.5948
C -7.0508 -9.0923 23.2085
C -6.2190 -10.0928 22.7225
C -6.6519 -10.9338 21.7123
H -12.7505 -12.3807 12.8339
H -13.5035 -10.7822 12.6661
H -10.6552 -11.1253 13.0543
H -9.7422 -9.2414 12.4203
H -9.5996 -6.7675 12.2541
H -11.2600 -5.3471 13.4517
H -13.1103 -6.4346 14.7158
H -13.2808 -8.8119 14.7888
H -14.9853 -11.9038 16.6904
H -15.2585 -12.4184 19.1101
H -13.2507 -12.6335 20.6322
H -7.6868 -12.4857 19.8244
H -9.0238 -14.0729 21.0734
H -9.1583 -12.8640 22.3681
H -9.7550 -9.7677 21.2204
H -8.9096 -8.1285 22.9580
H -6.8094 -8.4448 24.0647
H -5.2176 -10.3133 22.9993
H -5.9639 -11.6718 21.2606
S -5.6799 -13.6226 18.4313
C -6.6874 -14.8760 18.8948
C -6.3599 -16.1017 19.5573
C -7.3917 -16.9984 19.7556
C -8.7241 -16.8247 19.2710
C -9.0251 -15.5820 18.5510
C -8.0481 -14.6492 18.3500
N -8.1951 -13.5559 17.6275
C -7.0954 -12.8364 17.5673
C -6.8548 -11.7846 16.6325
C -5.4948 -11.5327 16.1693
C -5.2932 -10.6944 15.1458
C -6.4131 -9.9694 14.6427
C -7.7341 -10.2045 15.0491
C -8.0233 -11.0722 16.0969
H -5.3842 -16.2578 19.9942
H -7.1502 -17.9033 20.2983
H -9.5067 -17.5535 19.3771
H -9.9906 -15.3580 18.1044
H -4.7296 -12.0599 16.7656
H -4.3123 -10.5669 14.7020
H -6.2723 -9.3085 13.8020
H -8.4323 -9.6811 14.4108
C -7.6239 -4.4098 19.6680
C -8.2945 -5.4173 18.6670
C -8.9017 -6.5679 19.4704
C -7.0165 -5.9607 17.9919
C -9.3463 -4.7547 17.6929
O -10.3974 -4.3583 18.5354
C -8.6463 -3.5622 16.9781
C -9.4519 -2.5687 16.1983
C -10.0291 -2.8968 14.7880
C -9.1414 -3.4743 13.7927
C -9.5427 -3.6202 12.4321
C -10.9321 -3.3011 12.0817
Cl -11.3024 -3.7031 10.5740
C -11.8058 -2.7013 13.0671
C -11.3371 -2.4916 14.4375
C -9.9133 -5.6908 16.5087
N -10.4566 -6.9854 16.8953
C -9.8355 -8.1011 16.5671
N -10.4223 -9.1508 17.1273
C -11.4329 -8.5970 17.8720
N -11.4833 -7.2583 17.7793
H -7.1410 -4.9608 20.4762
H -8.3487 -3.7361 20.1300
H -6.9328 -3.7298 19.1863
H -8.1500 -6.7380 20.2713
H -9.0012 -7.4890 18.9563
H -9.8047 -6.2327 19.9964
H -6.4148 -6.5335 18.7345
H -6.3307 -5.1096 17.6319
H -7.1884 -6.5692 17.1087
H -11.0747 -3.9160 18.0417
H -7.8180 -3.9824 16.4017
H -8.0866 -3.0566 17.7256
H -8.7647 -1.7481 15.9406
H -10.2525 -2.1431 16.7738
H -8.0959 -3.7160 14.0362
H -8.7609 -4.0897 11.8201
H -12.8509 -2.3837 13.0514
H -12.0079 -2.0804 15.1764
H -9.1370 -5.8425 15.7810
H -10.7459 -5.1433 16.0447
H -8.9474 -8.0811 15.9462
H -12.1448 -9.0566 18.5371
*
```

***

(2)
Below is a molecular structure, C52H49N10O5Rb, with properties calculated with ωB97M-V/def2-TZVPD.

The calculation puts the HOMO energy at -0.58 eV. As for the HOMO-LUMO gap: 0.134 Eh. The largest force on an atom is 0.96 eV Å⁻¹. The total energy is -2958.621007 Eh.

ORCA input file:
```
! wB97M-V def2-TZVPD RIJCOSX def2/J DEFGRID3
* xyz -2 1
Rb -0.5513 -0.4052 -1.1504
O -1.5035 1.8881 -0.1742
C -2.2671 3.1065 -0.3914
C -1.6056 5.0519 1.1577
C -2.4485 5.9420 0.5800
C -2.9546 5.9502 -0.7647
C -2.9071 4.9890 -1.7761
C -2.5311 3.6415 -1.7550
C -2.3020 2.9529 -2.9714
N -1.8960 1.7424 -3.1160
C -1.5827 1.2979 -4.4471
C -0.0818 0.9872 -4.5772
N 0.2206 -0.3204 -4.0616
C 1.1031 -1.0268 -4.6373
C 1.4878 -2.3775 -4.2858
C 2.4822 -2.9914 -5.0555
C 2.8701 -4.3033 -4.8749
C 2.2144 -5.0589 -3.8897
C 1.2487 -4.4947 -3.0988
C 0.8497 -3.1117 -3.2107
O 0.0030 -2.6154 -2.4238
H -1.3735 5.1054 2.2176
H -2.7630 6.7895 1.1888
H -3.4367 6.8820 -1.0526
H -3.2303 5.3480 -2.7540
H -2.4918 3.5673 -3.8748
H -1.8527 2.0513 -5.2131
H -2.1318 0.3747 -4.6668
H 0.4533 1.7362 -3.9825
H 0.2328 1.1009 -5.6323
H 1.6333 -0.6245 -5.5239
H 2.9608 -2.4024 -5.8349
H 3.6503 -4.7451 -5.4840
H 2.4715 -6.1073 -3.7600
H 0.7379 -5.0834 -2.3422
C 0.5479 7.2642 3.6216
O 1.0330 6.0758 3.0531
C 1.8204 5.2680 3.8203
C 2.3083 5.5970 5.0679
C 3.0946 4.6858 5.7732
C 3.3615 3.4479 5.2203
C 2.8722 3.1100 3.9627
C 2.1112 4.0177 3.2265
N 1.5953 3.7905 1.9708
C 1.6642 2.5956 1.2023
N 2.9295 2.1104 1.0778
C 3.3725 0.9824 0.3254
C 2.5073 0.0061 -0.1431
C 3.0703 -1.0155 -0.9144
C 4.4281 -1.0589 -1.2137
C 5.2858 -0.0929 -0.6902
C 4.7558 0.9197 0.0945
O 5.5375 1.9204 0.6836
C 6.9214 1.7164 0.6943
N 0.6566 2.0853 0.6273
C -0.6765 2.5065 0.8302
C -1.1336 3.9149 0.3390
C -3.5427 3.0264 0.4079
C -3.6148 2.6013 1.6698
C -2.5175 2.2239 2.5519
C -1.2153 2.1842 2.2311
O -0.2376 1.8925 3.1246
C -0.6209 1.6331 4.4487
H 1.3581 7.9737 3.8247
H 0.0013 7.0709 4.5510
H -0.1309 7.6901 2.8857
H 2.0946 6.5649 5.5029
H 3.4847 4.9569 6.7465
H 3.9555 2.7274 5.7693
H 3.0605 2.1282 3.5526
H 0.8191 4.3895 1.7262
H 3.6706 2.7255 1.3685
H 2.4291 -1.8044 -1.3049
H 4.8377 -1.8440 -1.8477
H 6.3459 -0.1330 -0.9121
H 7.3442 2.4740 1.3561
H 7.3646 1.8335 -0.3021
H 7.1813 0.7220 1.0741
H -0.4262 4.2273 -0.4313
H -4.4544 3.2979 -0.1131
H -4.5982 2.5368 2.1265
H -2.8134 1.9699 3.5640
H 0.3037 1.5001 5.0076
H -1.2281 0.7234 4.5168
H -1.1864 2.4700 4.8753
C -3.2405 -5.3825 1.0867
C -3.1112 -3.9998 1.0751
N -1.9486 -3.3897 0.8804
C -0.8848 -4.1381 0.6329
C -0.9056 -5.5353 0.5601
C -2.1240 -6.1582 0.8422
C 0.3392 -6.2487 0.3063
C 0.5853 -7.4226 -0.3183
C -0.2232 -8.2338 -1.2110
C 0.2504 -9.4933 -1.6163
C -0.5039 -10.2194 -2.5070
N -1.6495 -9.7705 -3.0259
C -1.9981 -8.5555 -2.6061
N -1.3735 -7.7830 -1.7398
H -4.1992 -5.8419 1.2924
H -3.9628 -3.3505 1.2536
H 0.0407 -3.5979 0.4511
H -2.1798 -7.2342 0.8937
H 1.2186 -5.7455 0.6965
H 1.6023 -7.7901 -0.2312
H 1.1833 -9.8789 -1.2266
H -0.1945 -11.2054 -2.8381
H -2.9145 -8.1530 -3.0295
N -5.7973 -0.1590 0.2523
C -5.3241 -0.4359 1.5156
C -3.9863 -0.6581 1.3592
N -3.6388 -0.5275 0.0430
C -4.7330 -0.2291 -0.5955
H -6.7420 0.0736 0.0157
H -5.9677 -0.4421 2.3785
H -3.2457 -0.9008 2.1040
H -4.8078 -0.0396 -1.6550
*
```